# 1
{
  "formula": "C21H42Ge2IrO7P2Si",
  "method": "the ωB97M-V functional and the def2-TZVPD basis",
  "elements": ["Ir", "C", "C", "Ge", "C", "C", "C", "C", "Ge", "C", "C", "C", "C", "C", "C", "C", "C", "C", "C", "H", "H", "H", "H", "H", "H", "H", "H", "H", "H", "H", "H", "H", "H", "H", "H", "H", "H", "H", "H", "H", "H", "H", "H", "H", "H", "C", "C", "O", "P", "O", "O", "O", "P", "O", "O", "O", "H", "H", "H", "H", "H", "H", "H", "C", "Si", "C", "C", "H", "H", "H", "H", "H", "H", "H", "H", "H"],
  "xyz": [[1.107, -0.493, -0.013], [0.010, -4.062, -2.821], [0.374, -2.628, -2.412], [-0.863, -1.924, -1.036], [-1.430, -2.853, 0.611], [-2.057, -4.226, 0.342], [-2.581, -1.842, -2.056], [-3.333, -0.843, -2.383], [-1.972, 0.897, -1.160], [-2.702, 0.824, 0.666], [-4.086, 0.212, 0.845], [-2.442, 2.490, -2.197], [-3.895, 2.924, -2.020], [-4.409, -0.273, -3.081], [-5.686, -0.160, -2.486], [-6.723, 0.406, -3.195], [-6.511, 0.886, -4.486], [-5.254, 0.787, -5.082], [-4.207, 0.218, -4.391], [0.634, -4.380, -3.657], [-1.027, -4.145, -3.144], [0.165, -4.769, -2.006], [0.266, -1.946, -3.258], [1.416, -2.578, -2.093], [-2.168, -2.192, 1.073], [-0.612, -2.935, 1.326], [-2.922, -4.153, -0.318], [-2.402, -4.671, 1.276], [-1.350, -4.921, -0.113], [-2.848, -2.846, -2.405], [-2.696, 1.879, 0.963], [-1.957, 0.326, 1.291], [-4.846, 0.781, 0.310], [-4.363, 0.202, 1.899], [-4.122, -0.817, 0.485], [-2.147, 2.383, -3.240], [-1.766, 3.236, -1.769], [-4.589, 2.293, -2.569], [-4.012, 3.942, -2.393], [-4.197, 2.927, -0.970], [-5.847, -0.540, -1.486], [-7.705, 0.476, -2.749], [-7.330, 1.333, -5.033], [-5.102, 1.151, -6.088], [-3.228, 0.131, -4.844], [0.540, 4.225, 0.741], [1.643, 3.324, 0.190], [2.761, 4.056, -0.303], [2.352, 2.243, 1.489], [3.845, 2.023, 1.073], [2.393, 3.052, 2.829], [1.622, 0.945, 1.627], [0.977, 2.331, -1.200], [2.090, 1.152, -1.434], [0.705, 3.156, -2.370], [-0.136, 1.425, -0.576], [0.963, 4.913, 1.470], [-0.248, 3.639, 1.218], [0.094, 4.803, -0.071], [2.460, 4.709, -0.952], [4.290, 2.811, 0.719], [1.728, 2.852, 3.500], [2.809, 1.342, -2.053], [1.942, -4.124, 0.370], [2.115, -2.406, 1.040], [3.703, -1.570, 0.399], [1.915, -2.301, 2.878], [2.680, -4.740, 0.897], [2.155, -4.203, -0.696], [0.966, -4.565, 0.574], [4.440, -2.360, 0.608], [3.973, -0.680, 0.964], [3.775, -1.374, -0.671], [2.720, -2.878, 3.346], [0.976, -2.743, 3.215], [1.974, -1.276, 3.238]],
  "e_above_lowest_kcal_mol": 0.6,
  "s_squared": 8.7848,
  "total_charge": 2,
  "lumo_ha": [-0.2093, -0.3080],
  "multiplicity": 6
}


# 2
{
  "formula": "C21H42IO10PS",
  "method": "the ωB97M-V functional and the def2-TZVPD basis",
  "elements": ["C", "C", "O", "C", "C", "O", "C", "C", "C", "C", "C", "C", "C", "C", "C", "C", "C", "O", "C", "O", "S", "O", "O", "O", "C", "C", "P", "O", "O", "O", "C", "I", "C", "C", "H", "H", "H", "H", "H", "H", "H", "H", "H", "H", "H", "H", "H", "H", "H", "H", "H", "H", "H", "H", "H", "H", "H", "H", "H", "H", "H", "H", "H", "H", "H", "H", "H", "H", "H", "H", "H", "H", "H", "H", "H", "H"],
  "xyz": [[-5.587, -2.103, -2.257], [-4.337, -2.352, -3.205], [-3.712, -1.147, -3.626], [-2.859, -0.623, -2.589], [-2.848, 0.942, -2.636], [-2.904, 1.639, -1.411], [-1.804, 1.393, -0.496], [-0.461, 1.054, -1.187], [0.842, 1.461, -0.402], [2.045, 1.694, -1.421], [3.216, 0.650, -1.171], [3.155, -0.578, -2.154], [2.556, -1.879, -1.503], [3.656, -2.784, -0.797], [3.025, -3.372, 0.526], [3.575, -4.793, 0.924], [4.141, -4.828, 2.401], [5.561, -4.825, 2.296], [6.157, -4.744, 3.592], [-2.452, 0.364, 0.328], [-3.858, 1.158, 0.832], [-5.128, 0.698, 0.196], [-4.153, 1.026, 2.296], [-3.397, 2.750, 0.507], [-1.926, 2.639, 0.481], [-1.586, 2.611, 2.013], [-0.780, 1.195, 2.866], [0.649, 0.888, 2.511], [-0.714, 1.700, 4.495], [-1.615, -0.233, 2.948], [-1.354, 4.045, 0.007], [-1.302, 4.382, -2.131], [-2.211, 5.248, 0.609], [-1.265, 6.420, 1.102], [-5.160, -1.871, -1.247], [-6.281, -2.966, -2.226], [-6.074, -1.152, -2.583], [-4.739, -2.868, -4.109], [-3.599, -3.004, -2.667], [-3.195, -1.066, -1.627], [-1.833, -1.033, -2.798], [-3.777, 1.221, -3.197], [-2.026, 1.248, -3.336], [-0.351, 1.532, -2.191], [-0.467, -0.045, -1.396], [0.712, 2.304, 0.305], [1.147, 0.559, 0.182], [1.730, 1.533, -2.481], [2.395, 2.745, -1.325], [4.169, 1.189, -1.382], [3.207, 0.272, -0.125], [2.606, -0.330, -3.092], [4.204, -0.829, -2.457], [2.128, -2.506, -2.325], [1.728, -1.658, -0.793], [3.911, -3.671, -1.434], [4.598, -2.218, -0.608], [1.932, -3.486, 0.335], [3.158, -2.626, 1.341], [4.398, -5.098, 0.239], [2.767, -5.564, 0.852], [3.802, -3.906, 2.940], [3.746, -5.697, 2.987], [6.046, -3.714, 4.022], [7.242, -4.944, 3.475], [5.673, -5.505, 4.250], [-2.523, 2.841, 2.586], [-0.935, 3.492, 2.260], [-1.232, 2.512, 4.586], [-2.255, -0.195, 3.674], [-0.296, 4.183, 0.337], [-2.810, 4.944, 1.495], [-2.913, 5.605, -0.171], [-0.434, 5.998, 1.723], [-1.859, 7.065, 1.787], [-0.862, 7.013, 0.248]],
  "smiles": "CCOCCO[C@]1(CCCCCCCCCCOC)OS(=O)(=O)O[C@]1(CP(=O)(O)O)[C@@H](I)CC",
  "total_charge": 0,
  "lumo_ha": 0.0020
}


# 3
{
  "formula": "C21H42O21",
  "method": "the ωB97M-V functional and the def2-TZVPD basis",
  "elements": ["C", "O", "C", "O", "O", "C", "H", "H", "H", "H", "H", "H", "C", "O", "C", "O", "O", "C", "H", "H", "H", "H", "H", "H", "C", "O", "C", "O", "O", "C", "H", "H", "H", "H", "H", "H", "C", "O", "C", "O", "O", "C", "H", "H", "H", "H", "H", "H", "C", "O", "C", "O", "O", "C", "H", "H", "H", "H", "H", "H", "C", "O", "C", "O", "O", "C", "H", "H", "H", "H", "H", "H", "C", "O", "C", "O", "O", "C", "H", "H", "H", "H", "H", "H"],
  "xyz": [[3.226, -7.975, -4.019], [3.215, -6.604, -4.448], [2.106, -5.899, -4.495], [2.091, -4.716, -4.683], [1.004, -6.657, -4.333], [-0.227, -5.953, -4.341], [2.369, -8.522, -4.406], [3.201, -8.013, -2.933], [4.123, -8.409, -4.447], [-1.015, -6.691, -4.198], [-0.399, -5.454, -5.292], [-0.294, -5.247, -3.514], [-3.140, 2.628, 3.959], [-4.280, 2.236, 3.164], [-5.479, 2.424, 3.691], [-5.719, 2.793, 4.813], [-6.390, 2.101, 2.780], [-7.739, 2.449, 3.124], [-3.357, 2.613, 5.022], [-2.865, 3.603, 3.563], [-2.359, 1.906, 3.730], [-8.135, 1.710, 3.824], [-8.309, 2.340, 2.206], [-7.788, 3.445, 3.549], [4.313, -2.279, -4.118], [5.140, -1.221, -3.678], [6.385, -1.189, -4.144], [6.935, -2.054, -4.774], [6.924, -0.033, -3.757], [8.253, 0.234, -4.208], [4.630, -2.778, -5.032], [3.330, -1.861, -4.331], [4.185, -3.053, -3.362], [8.224, 1.058, -4.912], [8.705, -0.650, -4.654], [8.857, 0.452, -3.327], [1.447, -1.197, 3.738], [0.553, -1.949, 4.547], [-0.503, -2.453, 3.923], [-0.838, -2.268, 2.782], [-1.144, -3.234, 4.794], [-2.154, -4.039, 4.229], [2.427, -1.213, 4.206], [1.133, -0.149, 3.690], [1.499, -1.554, 2.710], [-1.765, -4.602, 3.376], [-2.963, -3.442, 3.794], [-2.588, -4.714, 4.956], [-2.231, 3.492, -0.350], [-3.463, 3.646, -1.084], [-4.143, 4.762, -0.887], [-3.882, 5.630, -0.097], [-5.189, 4.763, -1.716], [-6.142, 5.782, -1.486], [-1.457, 3.840, -1.030], [-2.124, 2.439, -0.117], [-2.297, 4.050, 0.580], [-6.730, 5.578, -0.587], [-6.812, 5.848, -2.338], [-5.678, 6.760, -1.354], [1.285, -2.489, -1.962], [0.192, -1.686, -1.571], [0.418, -0.895, -0.525], [1.483, -0.746, 0.024], [-0.712, -0.276, -0.209], [-0.719, 0.379, 1.031], [0.907, -3.152, -2.741], [1.750, -3.086, -1.181], [2.059, -1.917, -2.476], [-1.727, 0.364, 1.448], [-0.450, 1.437, 1.042], [-0.102, -0.088, 1.793], [2.298, 2.041, 1.369], [2.630, 3.368, 1.732], [1.674, 4.147, 2.208], [0.517, 3.867, 2.407], [2.224, 5.334, 2.456], [1.388, 6.275, 3.114], [1.438, 2.040, 0.715], [2.077, 1.435, 2.257], [3.158, 1.510, 0.971], [1.745, 7.274, 2.871], [1.424, 6.114, 4.189], [0.364, 6.234, 2.745]],
  "e_above_lowest_kcal_mol": 20.2,
  "smiles": "COC(=O)OC.COC(=O)OC.COC(=O)OC.COC(=O)OC.COC(=O)OC.COC(=O)OC.COC(=O)OC",
  "total_charge": 0,
  "lumo_ha": 0.0191
}


no.,total energy (eV)
1,-179103.1128
2,-71154.3183
3,-65454.9645